{"formula": "C18H40CuOP2Si", "method": "ωB97M-V with the def2-TZVPD basis set", "species": ["P", "P", "C", "C", "H", "H", "H", "H", "C", "H", "H", "H", "C", "H", "H", "H", "C", "H", "H", "H", "C", "H", "H", "H", "Cu", "C", "C", "C", "C", "C", "C", "C", "C", "C", "H", "H", "H", "H", "H", "H", "H", "H", "H", "H", "H", "H", "H", "H", "H", "C", "Si", "C", "C", "O", "H", "H", "H", "H", "H", "H", "H", "H", "H"], "xyz": [[-3.763, 4.038, -0.373], [-4.917, 1.481, -2.933], [-4.772, 4.131, -1.894], [-5.723, 2.955, -2.219], [-4.078, 4.318, -2.730], [-5.383, 5.041, -1.781], [-6.283, 2.629, -1.325], [-6.460, 3.293, -2.966], [-4.776, 1.773, -4.736], [-4.094, 1.033, -5.182], [-4.410, 2.787, -4.955], [-5.777, 1.630, -5.171], [-6.186, 0.179, -2.877], [-6.743, 0.195, -3.826], [-6.874, 0.351, -2.038], [-5.695, -0.798, -2.761], [-2.719, 5.496, -0.293], [-1.965, 5.361, 0.499], [-3.353, 6.355, -0.034], [-2.224, 5.692, -1.256], [-4.888, 4.162, 1.024], [-5.635, 3.355, 1.038], [-5.415, 5.127, 0.938], [-4.309, 4.162, 1.958], [1.103, 1.100, 1.850], [-2.306, -0.967, -1.177], [-2.041, -0.737, -2.469], [-1.768, 0.587, -3.083], [-1.034, 1.621, -2.181], [-1.895, 2.742, -1.799], [-2.668, 2.605, -0.566], [-3.355, 1.227, -0.500], [-2.418, 0.079, -0.108], [1.232, 2.371, 3.221], [-2.433, -1.989, -0.806], [-1.982, -1.570, -3.171], [-2.708, 1.053, -3.454], [-1.146, 0.435, -3.974], [-0.560, 1.139, -1.318], [-0.197, 2.020, -2.776], [-1.486, 3.732, -2.035], [-2.022, 2.729, 0.334], [-3.713, 1.005, -1.552], [-4.237, 1.224, 0.168], [-1.435, 0.453, 0.207], [-2.852, -0.400, 0.782], [0.958, 1.864, 4.158], [0.518, 3.177, 2.991], [2.266, 2.750, 3.253], [1.671, -2.012, 2.238], [2.055, -1.187, 0.581], [3.906, -0.717, 0.570], [1.780, -2.496, -0.761], [1.062, 0.068, 0.316], [2.371, -2.839, 2.416], [0.652, -2.420, 2.216], [1.734, -1.316, 3.085], [4.528, -1.623, 0.657], [4.154, -0.233, -0.387], [4.202, -0.029, 1.383], [0.744, -2.859, -0.741], [1.966, -2.088, -1.765], [2.439, -3.366, -0.626]], "forces_ev_per_a": [[-0.1595, -0.4133, -1.3725], [0.4216, -0.1631, -1.3530], [-0.3455, 0.5191, -0.0723], [-0.6354, 0.2446, -0.1951], [-0.1336, -0.1034, 0.2828], [0.1867, -0.1146, -0.0837], [0.1592, 0.1489, -0.3016], [0.0184, 0.2018, 0.4492], [-0.9229, 0.2456, -0.2654], [-0.1785, 0.2889, 0.2447], [-0.0270, -0.3347, 0.0192], [0.3175, 0.2521, -0.2971], [-0.4562, -0.0291, -0.1423], [-0.0930, -0.1771, 0.3840], [0.1354, -0.2144, -0.2195], [-0.2158, 0.3307, 0.0026], [-0.0094, 0.4065, 0.0342], [-0.2102, 0.0167, -0.3086], [0.2270, -0.1157, -0.0867], [-0.1560, -0.1338, 0.4081], [-0.0508, -0.1452, 0.3296], [0.3495, 0.1877, 0.0100], [0.2203, -0.3409, -0.0091], [-0.2299, -0.0916, -0.2150], [-0.1086, 0.3974, -0.5231], [0.2947, -0.3795, -0.3532], [-0.2507, -0.6710, 0.5231], [0.2835, 0.5403, -0.4904], [0.7943, -0.3907, -1.1736], [1.0680, 1.3481, 0.0703], [-0.8886, -0.2293, 1.6619], [-0.1398, -0.3228, 0.0002], [-0.2535, -0.0085, 0.9154], [-0.1379, -0.0806, 0.1982], [0.1011, 0.2236, -0.4239], [-0.0868, -0.0276, 0.3227], [0.8088, -0.4108, 0.1973], [-0.0995, -0.0740, 0.1496], [0.0255, -0.0246, -0.1081], [-0.2910, -0.0907, 0.2435], [-0.3421, -0.1750, -0.0436], [0.1483, -0.2480, -0.2178], [0.5766, 0.3273, 2.0156], [0.2611, 0.1649, -0.1911], [-0.0508, -0.3176, 0.0283], [0.3000, 0.0492, -0.1397], [0.1128, 0.4387, 0.0712], [0.2145, 0.0976, 0.3485], [-0.3417, 0.0822, 0.2005], [0.1264, -0.2053, -0.0190], [-0.1512, 0.2780, -0.0875], [-0.0243, -0.0983, -0.0314], [0.1358, -0.1367, -0.0518], [0.0493, -0.5603, -0.3188], [-0.1229, 0.0135, 0.0757], [0.1297, 0.0313, 0.0305], [0.0327, -0.0896, -0.2019], [-0.1128, 0.2070, -0.0278], [-0.0283, -0.0864, 0.2159], [-0.2684, -0.2513, -0.2869], [0.1481, 0.1033, 0.0324], [-0.0149, -0.0344, 0.1873], [-0.1095, 0.1448, -0.0410]], "fmax_ev_per_a": 2.12, "spin_multiplicity": 2, "charge": 0, "e_tot_ha": -3397.61305, "gap_ev": [5.40, 5.22], "de_lowest_ev": 2.6778}

{"formula": "C5H9N", "method": "ωB97M-V with the def2-TZVPD basis set", "species": ["C", "C", "C", "N", "C", "C", "H", "H", "H", "H", "H", "H", "H", "H", "H"], "xyz": [[0.416, -1.182, 1.004], [1.506, -0.686, 0.130], [-0.325, 0.115, 0.936], [-0.627, 0.552, -0.330], [-1.913, 0.720, -0.599], [0.474, 0.678, -1.183], [-0.113, -2.080, 0.660], [0.688, -1.383, 2.048], [2.295, -0.208, 0.721], [1.792, -1.195, -0.771], [-0.598, 0.734, 1.775], [-2.601, 0.104, -0.043], [-2.257, 1.410, -1.357], [1.153, 1.470, -0.899], [0.167, 0.820, -2.252]], "forces_ev_per_a": [[-0.0070, 0.1835, -0.1356], [0.0472, 0.1430, -0.6413], [-0.3348, 0.0670, 0.3599], [-0.0198, 0.0193, 0.3099], [-0.2682, 0.1306, -0.0424], [0.1584, 0.0863, 0.4733], [-0.1481, 0.2831, -0.1830], [0.3400, 0.2307, -0.3395], [-0.2700, 0.1635, -0.7574], [0.4659, -0.5006, 0.1651], [-0.4477, -0.1948, 0.0279], [-0.0606, 0.1250, -0.0934], [0.1649, 0.0484, 0.0532], [-0.0624, 0.1430, 0.1995], [0.4420, -0.9281, 0.6040]], "fmax_ev_per_a": 1.19, "charge": 0, "e_tot_ha": -250.46079, "gap_ev": [7.53, 7.54], "de_lowest_ev": 5.6096}

{"formula": "C42H49ClFN6O7Pd", "method": "ωB97M-V with the def2-TZVPD basis set", "species": ["Pd", "F", "C", "C", "C", "C", "O", "C", "C", "N", "C", "C", "C", "C", "C", "C", "N", "C", "C", "N", "C", "C", "C", "O", "O", "H", "H", "H", "H", "H", "H", "H", "H", "H", "H", "H", "H", "H", "H", "H", "H", "H", "H", "C", "O", "C", "C", "C", "C", "C", "C", "O", "C", "O", "C", "H", "H", "H", "H", "H", "H", "H", "H", "H", "C", "C", "C", "C", "C", "O", "C", "C", "C", "C", "C", "C", "Cl", "C", "C", "C", "N", "C", "N", "C", "N", "H", "H", "H", "H", "H", "H", "H", "H", "H", "H", "H", "H", "H", "H", "H", "H", "H", "H", "H", "H", "H", "H"], "xyz": [[-1.593, 0.040, -2.579], [0.544, 1.841, 3.494], [-0.470, 0.992, 3.207], [-0.650, 0.584, 1.917], [-1.721, -0.255, 1.596], [-1.950, -0.611, 0.191], [-1.126, -0.161, -0.640], [-3.081, -1.426, -0.077], [-3.840, -1.837, 0.978], [-3.643, -1.510, 2.274], [-4.575, -1.961, 3.282], [-4.107, -2.960, 4.302], [-5.063, -3.372, 3.220], [-2.589, -0.677, 2.607], [-2.378, -0.254, 3.926], [-1.329, 0.590, 4.240], [-1.181, 1.022, 5.587], [-2.236, 1.845, 6.161], [-2.470, 1.363, 7.598], [-1.184, 0.730, 8.075], [0.001, 1.540, 7.631], [0.123, 1.412, 6.104], [-3.524, -1.984, -1.438], [-4.306, -2.927, -1.395], [-3.079, -1.417, -2.480], [0.001, 0.935, 1.128], [-4.667, -2.501, 0.758], [-5.277, -1.197, 3.595], [-4.480, -2.863, 5.312], [-3.087, -3.307, 4.207], [-6.097, -3.545, 3.478], [-4.675, -4.002, 2.433], [-3.031, -0.603, 4.712], [-3.151, 1.744, 5.587], [-1.963, 2.908, 6.150], [-3.237, 0.594, 7.661], [-2.710, 2.169, 8.288], [-1.116, -0.193, 7.640], [-1.194, 0.607, 9.086], [0.885, 1.181, 8.152], [-0.201, 2.561, 7.949], [0.850, 0.646, 5.841], [0.488, 2.367, 5.715], [-4.733, 6.440, -1.708], [-5.028, 5.921, -2.992], [-4.452, 4.749, -3.342], [-4.788, 4.303, -4.651], [-4.248, 3.150, -5.105], [-3.356, 2.332, -4.335], [-2.820, 1.167, -4.937], [-3.070, 0.793, -6.379], [-2.076, 0.274, -4.414], [-3.048, 2.778, -2.977], [-2.311, 2.157, -2.167], [-3.619, 4.025, -2.543], [-5.284, 7.373, -1.627], [-3.664, 6.635, -1.599], [-5.059, 5.753, -0.924], [-5.461, 4.900, -5.250], [-4.523, 2.837, -6.099], [-3.600, 1.523, -6.975], [-3.622, -0.147, -6.385], [-2.101, 0.600, -6.839], [-3.351, 4.338, -1.545], [2.979, 0.528, 0.188], [3.994, -0.585, -0.127], [5.005, -0.612, 1.028], [3.235, -1.916, -0.128], [4.750, -0.308, -1.477], [5.091, 1.076, -1.551], [6.099, -1.056, -1.645], [6.222, -2.588, -1.648], [5.570, -3.288, -2.817], [5.932, -2.964, -4.123], [5.320, -3.564, -5.211], [4.329, -4.509, -4.993], [3.547, -5.258, -6.349], [3.964, -4.870, -3.708], [4.592, -4.258, -2.631], [3.926, -0.569, -2.749], [2.648, 0.114, -2.853], [1.432, -0.427, -2.777], [0.520, 0.520, -2.874], [1.253, 1.652, -3.036], [2.548, 1.449, -3.030], [2.598, 0.370, 1.201], [2.120, 0.522, -0.481], [3.434, 1.515, 0.140], [4.469, -0.698, 1.974], [5.595, 0.307, 1.080], [5.695, -1.454, 0.965], [2.813, -2.088, 0.865], [3.864, -2.769, -0.365], [2.399, -1.912, -0.828], [5.798, 1.252, -0.920], [6.762, -0.674, -0.865], [6.516, -0.675, -2.580], [5.860, -3.018, -0.714], [7.293, -2.807, -1.670], [6.708, -2.228, -4.302], [5.605, -3.308, -6.222], [3.202, -5.621, -3.556], [4.309, -4.549, -1.626], [3.712, -1.630, -2.855], [4.528, -0.265, -3.604], [1.248, -1.481, -2.653], [0.815, 2.629, -3.150]], "forces_ev_per_a": [[0.0971, -0.6795, 0.6923], [-0.0303, -0.0211, -0.0443], [-0.0300, 0.0301, 0.0311], [-0.0268, -0.0232, -0.0171], [0.0466, 0.0637, -0.0238], [0.0318, 0.1060, 0.0494], [0.0747, -0.1488, 0.0153], [0.0057, -0.0841, 0.0854], [-0.0226, -0.0350, -0.0383], [0.0337, 0.0269, -0.0052], [-0.0033, -0.0230, -0.0111], [-0.0306, 0.0111, -0.0265], [0.0267, 0.0251, 0.0121], [-0.0670, -0.0368, 0.0156], [0.0840, 0.0036, -0.0130], [0.0481, 0.0067, -0.0249], [-0.1136, -0.0167, 0.0525], [0.0447, 0.0324, -0.0417], [0.0650, -0.0478, 0.0728], [-0.0082, 0.0006, -0.0204], [-0.0616, -0.0241, 0.0645], [0.0638, 0.0076, -0.0058], [-0.0392, 0.1142, 0.0822], [0.0077, 0.0222, -0.0186], [0.0088, 0.0767, -0.1274], [0.0069, 0.0058, 0.0111], [-0.0091, 0.0394, 0.0167], [0.0021, -0.0058, 0.0058], [0.0186, -0.0103, 0.0059], [-0.0027, -0.0022, 0.0235], [0.0019, -0.0112, -0.0098], [-0.0206, -0.0099, 0.0062], [-0.0110, 0.0106, 0.0290], [-0.0395, -0.0326, -0.0259], [-0.0009, 0.0019, 0.0008], [-0.0146, 0.0149, -0.0151], [-0.0133, 0.0173, -0.0217], [0.0167, 0.0213, -0.0092], [-0.0037, 0.0108, -0.0007], [0.0069, -0.0113, -0.0154], [0.0252, 0.0108, -0.0044], [0.0100, -0.0123, -0.0119], [-0.0263, -0.0174, 0.0054], [-0.0077, -0.0134, -0.0234], [0.0089, 0.0055, 0.0251], [-0.0528, 0.0770, -0.0269], [0.0155, -0.0063, 0.0249], [0.0486, -0.0211, 0.0336], [-0.0273, 0.0657, 0.0416], [0.0695, -0.1910, 0.0548], [-0.0318, 0.0429, -0.0468], [-0.0350, 0.2522, -0.6304], [0.0088, -0.0707, -0.0938], [-0.0216, 0.3754, 0.0096], [-0.0072, -0.0515, -0.0427], [0.0013, -0.0005, -0.0004], [0.0047, -0.0033, 0.0022], [0.0022, 0.0006, 0.0018], [-0.0036, -0.0063, 0.0019], [-0.0145, -0.0003, 0.0001], [0.0181, 0.0190, -0.0106], [-0.0102, -0.0026, 0.0055], [-0.0080, -0.0126, 0.0153], [0.0039, -0.0056, 0.0060], [0.0099, 0.0072, 0.0133], [-0.0012, -0.0150, -0.0156], [0.0359, 0.0082, 0.0222], [-0.0688, 0.0014, -0.0070], [0.0010, -0.0048, -0.0056], [-0.0290, 0.0334, -0.0136], [-0.0043, -0.0050, -0.0019], [-0.0164, -0.0115, 0.0122], [-0.0029, 0.0185, -0.0072], [0.0087, -0.0014, -0.0146], [-0.0102, -0.0095, 0.0148], [-0.0079, -0.0084, -0.0371], [0.0057, 0.0062, 0.0121], [0.0086, 0.0097, 0.0040], [0.0005, 0.0034, 0.0133], [-0.0409, -0.0155, -0.0333], [0.0066, 0.0261, 0.0377], [0.0804, 0.0234, 0.0070], [-0.0351, 0.0277, -0.1509], [-0.0839, 0.1421, 0.0574], [0.0065, -0.0510, 0.0043], [0.0127, -0.0051, 0.0047], [0.0039, -0.0041, -0.0248], [0.0019, -0.0115, 0.0057], [-0.0027, -0.0035, -0.0001], [-0.0106, 0.0027, -0.0089], [-0.0115, -0.0029, -0.0099], [0.0042, 0.0114, -0.0011], [0.0548, -0.0212, -0.0096], [0.0373, 0.0053, 0.0252], [0.0055, 0.0099, -0.0045], [-0.0025, -0.0164, 0.0138], [-0.0031, -0.0049, -0.0064], [-0.0277, 0.0031, 0.0077], [0.0017, 0.0111, -0.0130], [-0.0033, -0.0028, 0.0073], [0.0028, 0.0036, 0.0041], [0.0038, 0.0012, 0.0066], [-0.0018, -0.0062, -0.0011], [0.0118, -0.0275, 0.0286], [0.0146, 0.0252, 0.0237], [-0.0343, 0.0105, -0.0391], [-0.0340, -0.0229, -0.0132]], "fmax_ev_per_a": 0.97, "charge": 1, "e_tot_ha": -3172.74700, "gap_ev": 5.22, "de_lowest_ev": 1.4836}

Q: The highest charge belongs to which entry?
A: C42H49ClFN6O7Pd